Computed, not measured: the molecule C10H8FN3 in a non-equilibrium geometry, with ωB97M-V/def2-TZVPD.

The LUMO energy is -0.44 eV. As for the HOMO-LUMO gap: 7.94 eV. As for the SMILES: N#C/C=C/C=C\C=C(\F)n1cccn1. The total energy is -649.90869 hartree.

Last columns: bonded neighbours and bond lengths (Å).
Element x y z (Å)
1 C -4.205 -0.793 0.708  C9 1.400, N11 1.149
2 C 3.845 -0.610 0.903  C3 1.409, C4 1.367, H15 1.069
3 C 3.298 0.689 0.871  C2 1.409, N12 1.313, H16 1.071
4 C 2.923 -1.392 0.264  C2 1.367, N13 1.364, H17 1.071
5 C -1.777 1.746 -0.603  C6 1.349, C7 1.440, H18 1.081
6 C -0.569 1.166 -0.761  C5 1.349, C8 1.435, H19 1.080
7 C -2.998 1.036 -0.323  C5 1.440, C9 1.346, H20 1.085
8 C -0.392 -0.248 -0.932  C6 1.435, C10 1.339, H21 1.083
9 C -3.030 -0.090 0.415  C1 1.400, C7 1.346, H22 1.082
10 C 0.722 -0.956 -0.703  C8 1.339, N13 1.379, F14 1.353
11 N -5.150 -1.390 0.971  C1 1.149
12 N 2.133 0.698 0.265  C3 1.313, N13 1.338
13 N 1.904 -0.566 -0.109  C4 1.364, C10 1.379, N12 1.338
14 F 0.736 -2.273 -1.010  C10 1.353
15 H 4.768 -0.922 1.342  C2 1.069
16 H 3.712 1.593 1.270  C3 1.071
17 H 2.898 -2.440 0.043  C4 1.071
18 H -1.855 2.823 -0.662  C5 1.081
19 H 0.325 1.769 -0.824  C6 1.080
20 H -3.932 1.464 -0.669  C7 1.085
21 H -1.228 -0.818 -1.320  C8 1.083
22 H -2.128 -0.487 0.862  C9 1.082